1.
The following is a DFT calculation (wB97M-V/def2-TZVPD) of C53H50MgN2O2P3 as an isolated structure.

```
111
Properties=species:S:1:pos:R:3:forces:R:3
Mg -1.51114 -0.34619 -0.23656 -0.1 0.1 -0.1
C 1.17516 -3.56305 0.59352 0.1 0.2 0.0
N 2.24403 -2.56704 0.62799 0.0 -0.1 -0.2
C 2.34328 -1.73212 -0.55447 -0.2 -0.1 0.3
P 1.33764 -0.16487 -0.25137 0.3 0.2 0.0
C 1.93969 0.18938 1.43656 -0.2 0.1 -0.1
C 3.28902 0.43316 1.68750 0.0 0.0 0.0
C 3.72881 0.66243 2.98221 0.0 0.0 0.0
C 2.82628 0.64932 4.03999 0.1 0.0 -0.1
C 1.48566 0.38707 3.80258 -0.1 0.0 0.0
C 1.04960 0.15602 2.50488 0.1 0.0 0.0
C 2.26792 1.01086 -1.29946 -0.1 0.0 -0.1
C 2.63195 2.28859 -0.87876 0.1 -0.1 0.0
C 3.30178 3.14775 -1.74099 0.0 0.0 0.0
C 3.61175 2.74348 -3.03138 0.0 0.0 0.0
C 3.24104 1.47710 -3.46672 0.0 0.0 0.0
C 2.56556 0.62105 -2.60978 -0.1 0.0 0.0
C 3.46300 -3.05977 1.18493 0.0 0.0 0.0
C 4.60094 -3.30031 0.42197 0.0 0.0 0.0
C 5.75693 -3.78789 1.02279 0.0 0.0 0.0
C 5.78253 -4.05558 2.38212 0.0 0.0 0.0
C 4.64380 -3.82223 3.14468 0.0 0.0 0.0
C 3.49671 -3.32085 2.55300 0.0 0.0 0.1
P -0.48181 -2.86204 0.09951 0.3 -0.5 -0.1
C -0.45657 -3.26078 -1.70188 -0.1 -0.1 0.0
C -0.18105 -4.55211 -2.15604 0.0 0.1 0.0
C -0.15935 -4.84421 -3.51270 0.0 0.0 0.0
C -0.38623 -3.84401 -4.44691 0.0 0.0 0.0
C -0.63259 -2.54860 -4.01824 0.0 0.0 0.0
C -0.67148 -2.26975 -2.66103 0.0 -0.1 0.2
C -1.54643 -4.09687 0.90812 -0.1 0.2 0.0
C -1.65910 -3.95231 2.29243 0.1 0.0 0.0
C -2.50911 -4.76587 3.02138 0.0 0.0 0.0
C -3.25868 -5.73695 2.37065 0.0 0.0 0.0
C -3.15875 -5.87938 0.99687 0.0 0.0 0.0
C -2.31512 -5.05515 0.26303 0.0 0.0 0.0
H 1.04903 -3.98335 1.58846 0.0 0.0 0.1
H 1.42438 -4.39314 -0.08064 0.0 -0.1 0.0
H 2.02950 -2.24176 -1.47064 0.0 0.0 -0.1
H 3.36490 -1.38747 -0.68432 0.1 0.0 0.0
H 4.00234 0.44810 0.87140 0.0 0.0 0.0
H 4.77871 0.85132 3.16712 0.0 0.0 0.0
H 3.17101 0.84096 5.04834 0.0 0.0 0.0
H 0.78357 0.36018 4.62715 0.0 0.0 0.0
H 0.00501 -0.07252 2.32559 0.0 0.0 0.0
H 2.42031 2.60867 0.13257 0.0 0.0 0.0
H 3.57489 4.13906 -1.39928 0.0 -0.1 0.0
H 4.14615 3.41043 -3.69615 0.0 0.0 0.0
H 3.47881 1.15670 -4.47330 0.0 0.0 0.0
H 2.26013 -0.35858 -2.96631 0.1 0.0 0.0
H 4.59415 -3.12684 -0.64771 0.0 0.0 0.0
H 6.63456 -3.97208 0.41621 0.0 0.0 0.0
H 6.68006 -4.44522 2.84491 0.0 0.0 0.0
H 4.65224 -4.02472 4.20830 0.0 0.0 0.0
H 2.61617 -3.11499 3.15213 0.0 0.0 0.0
H 0.01439 -5.34408 -1.44449 0.0 0.0 0.0
H 0.03581 -5.85801 -3.83947 0.0 0.0 0.0
H -0.37086 -4.07284 -5.50491 0.0 0.0 0.0
H -0.79682 -1.75914 -4.74134 0.0 0.0 0.0
H -0.87726 -1.24550 -2.36226 0.0 0.0 -0.1
H -1.08357 -3.18202 2.79906 0.0 0.0 0.0
H -2.60557 -4.62987 4.09125 0.0 0.0 0.0
H -3.93265 -6.36978 2.93391 0.0 0.0 0.0
H -3.75749 -6.62195 0.48456 0.0 0.0 0.0
H -2.29164 -5.14869 -0.81371 0.0 0.0 0.0
N -3.41474 0.97246 -0.68376 0.4 0.0 0.1
C -4.75143 0.47471 -0.26584 0.1 -0.1 -0.1
C -5.02304 -0.91682 -0.82457 0.1 0.0 0.0
C -4.07183 -1.88479 -0.15041 0.2 0.0 0.0
O -4.46343 -2.70424 0.64870 0.1 0.0 0.0
O -2.80919 -1.67582 -0.46640 -0.5 -0.4 0.1
H -3.31916 1.92931 -0.36633 0.0 0.1 -0.1
H -3.40709 1.01147 -1.70186 0.0 0.1 0.0
H -5.52641 1.16510 -0.59950 0.0 0.1 0.0
H -4.78042 0.44298 0.82403 0.0 0.1 0.0
H -4.85732 -0.92403 -1.90537 -0.1 0.0 0.0
H -6.04524 -1.21875 -0.61351 0.0 0.1 0.0
C 1.94143 6.65586 0.48170 0.0 0.0 0.0
C 1.57737 5.91760 1.60207 0.0 0.0 0.0
C 0.81270 4.77056 1.45877 0.0 0.0 -0.1
C 0.39363 4.35411 0.19225 0.0 -0.1 0.1
C 0.77504 5.08757 -0.92606 -0.1 0.1 0.0
C 1.53918 6.23972 -0.77856 0.0 0.0 0.0
P -0.54540 2.78487 0.07218 -0.3 0.3 0.1
C -1.30768 2.92903 -1.59714 0.1 0.0 0.0
C -2.29566 3.85101 -1.94734 0.0 0.0 0.0
C -2.81428 3.87162 -3.23299 0.0 0.0 0.0
C -2.35404 2.97241 -4.19172 0.0 0.0 0.1
C -1.35605 2.06761 -3.86461 0.0 0.0 0.0
C -0.83462 2.04971 -2.57393 0.0 0.0 0.0
C -1.91623 3.11739 1.25780 0.1 0.0 0.0
C -2.51070 4.36660 1.44675 -0.1 0.0 0.0
C -3.54041 4.52670 2.36377 0.0 0.0 0.0
C -3.98365 3.44802 3.11933 0.0 0.0 0.0
C -3.38421 2.20636 2.96876 0.1 0.0 0.0
C -2.35206 2.05523 2.05298 0.0 0.1 0.0
H 2.54289 7.54941 0.59139 0.0 0.0 0.0
H 1.88952 6.23795 2.58876 0.0 0.0 0.0
H 0.53760 4.19407 2.33580 0.0 0.0 0.0
H 0.48360 4.76412 -1.91791 0.0 0.0 0.0
H 1.81303 6.81452 -1.65458 0.0 0.0 0.0
H -2.66727 4.55605 -1.21354 0.0 0.0 0.0
H -3.57669 4.59528 -3.49285 0.0 0.0 0.0
H -2.76767 2.98865 -5.19203 0.0 0.0 0.0
H -0.97436 1.38427 -4.61437 0.0 0.0 0.0
H -0.01891 1.37353 -2.33331 -0.1 0.0 0.0
H -2.15631 5.22452 0.88836 0.0 0.0 0.0
H -3.98997 5.50284 2.49681 0.0 0.0 0.0
H -4.78754 3.57668 3.83290 0.0 0.0 0.0
H -3.70132 1.36522 3.57283 0.0 0.0 0.0
H -1.85766 1.08819 1.97566 0.0 0.0 0.0
```
Positions in Å, forces in eV/Å.

For the LUMO energy, the calculation gives -2.4 eV. The highest occupied orbital energy comes out at -10.1448 eV. As for the charge: +1. The frontier orbital gap comes out at 7.717 eV.

=====

2.
The following is a DFT calculation (wB97M-V/def2-TZVPD) of C53H52N6O3PPtS2 as an isolated structure.

```
118
Properties=species:S:1:pos:R:3:forces:R:3
Pt -0.14922 0.35752 1.43474 0.2 0.0 0.1
C 1.66882 -6.15929 -3.13611 0.0 0.0 0.0
C 1.25237 -4.79062 -2.68309 0.0 0.0 0.0
C 1.69568 -3.64682 -3.34499 0.0 0.0 0.0
C 1.29424 -2.38493 -2.93759 0.0 0.0 0.0
C 0.42305 -2.27324 -1.86272 0.0 0.0 0.0
C -0.02007 -3.38969 -1.16753 0.0 0.0 0.1
C 0.40645 -4.63965 -1.58064 0.0 0.0 0.0
S -0.14447 -0.64446 -1.50064 0.1 0.1 0.0
O -0.86499 -0.76918 -0.12034 0.0 -0.2 0.1
C -1.50976 -0.46324 -2.59165 0.0 0.1 -0.1
C -2.45037 -1.51291 -2.71512 0.0 0.0 0.0
C -3.53173 -1.33750 -3.51580 0.0 0.0 0.0
C -3.72002 -0.12358 -4.23039 0.0 0.0 0.0
C -4.84632 0.05393 -5.06570 0.0 0.0 0.0
C -5.03083 1.22484 -5.74405 0.0 0.0 0.0
C -4.09612 2.27186 -5.61513 0.0 0.0 0.0
C -2.99304 2.12765 -4.82076 0.0 0.0 0.0
C -2.77063 0.92205 -4.10895 0.0 -0.1 0.0
C -1.64011 0.73695 -3.24465 0.0 -0.1 0.0
C -0.63043 1.84368 -3.19958 -0.2 0.0 0.0
C 0.21242 1.96519 -4.34416 0.0 0.0 0.0
C 0.25592 0.95096 -5.34197 0.0 0.0 0.0
C 1.07015 1.07911 -6.42775 0.0 0.0 0.0
C 1.87618 2.22874 -6.59557 0.0 0.0 0.0
C 1.85441 3.22241 -5.66356 0.0 0.0 0.0
C 1.02880 3.11463 -4.51770 0.0 0.0 0.0
C 0.98366 4.14381 -3.55303 0.0 0.0 0.0
C 0.22124 4.00419 -2.43441 0.0 0.0 0.0
C -0.57524 2.84424 -2.23838 0.1 0.0 0.0
S -1.05274 2.83003 -0.52471 0.0 0.1 -0.2
O 0.06009 1.90947 0.11061 -0.1 0.1 0.1
C -2.64008 2.09675 -0.23875 0.1 -0.1 0.2
C -2.93175 1.89490 1.10886 0.0 0.0 0.0
C -4.15805 1.37754 1.48111 -0.1 0.0 0.0
C -5.13702 1.09778 0.52533 0.0 0.0 0.0
C -6.48564 0.57566 0.92241 0.0 0.0 0.0
C -4.84529 1.36993 -0.80990 0.0 0.0 0.0
C -3.61238 1.86856 -1.19808 0.0 0.2 -0.1
H 2.42249 -6.11053 -3.91852 0.0 0.0 0.0
H 0.80943 -6.70581 -3.52810 0.0 0.0 0.0
H 2.06983 -6.74224 -2.30678 0.0 0.0 0.0
H 2.36982 -3.74425 -4.18621 0.0 0.0 0.0
H 1.64772 -1.50222 -3.46032 0.0 0.0 0.0
H -0.68025 -3.27791 -0.31672 0.0 0.0 0.0
H 0.06866 -5.52026 -1.04786 0.0 0.0 0.0
H -2.29412 -2.44548 -2.18884 0.0 0.0 0.0
H -4.26092 -2.12956 -3.63148 0.0 0.0 0.0
H -5.55829 -0.75615 -5.16067 0.0 0.0 0.0
H -5.89337 1.35322 -6.38381 0.0 0.0 0.0
H -4.25284 3.19563 -6.15564 0.0 0.0 0.0
H -2.28689 2.94310 -4.73978 0.0 0.0 0.0
H -0.35961 0.06747 -5.23973 0.0 0.0 0.0
H 1.09494 0.29860 -7.17638 0.0 0.0 0.0
H 2.50571 2.31642 -7.47063 0.0 0.0 0.0
H 2.46432 4.10842 -5.78454 0.0 0.0 0.0
H 1.56994 5.04070 -3.70602 0.0 0.0 0.0
H 0.21055 4.78433 -1.68402 0.0 0.0 0.0
H -2.20597 2.14807 1.87270 0.0 0.0 0.0
H -4.37621 1.21668 2.52968 0.0 0.0 0.0
H -6.50575 0.26201 1.96409 0.0 0.0 0.0
H -6.77705 -0.26871 0.29783 0.0 0.0 0.0
H -7.24287 1.35032 0.78991 0.0 0.0 0.0
H -5.60137 1.20188 -1.56740 0.0 0.0 0.0
H -3.44201 2.11359 -2.23517 0.0 0.0 0.1
C 4.16622 -3.31893 -0.54306 0.0 0.0 0.0
C 3.84780 -2.97046 0.88320 0.0 0.0 0.0
C 3.27757 -3.90963 1.73816 0.0 0.0 0.0
C 3.04445 -3.63294 3.07750 0.0 0.0 0.0
C 3.35493 -2.37802 3.58143 0.0 0.0 0.0
N 3.13343 -2.00066 4.94329 0.0 0.0 0.0
C 2.27992 -2.60943 5.84619 0.1 0.1 0.0
O 2.52742 -2.66213 7.02295 0.0 0.0 0.0
N 1.08239 -3.16385 5.36682 -0.1 0.0 0.0
C 0.23222 -2.76842 4.34843 0.0 0.0 0.0
C -0.93548 -3.50244 4.12048 0.0 0.0 0.0
C -1.81093 -3.10203 3.13386 0.0 0.0 0.0
C -1.52694 -1.98142 2.37512 0.0 0.0 0.0
N -0.40530 -1.28004 2.58715 -0.1 0.1 0.1
C 0.45431 -1.65592 3.54427 0.1 -0.1 0.0
C 3.91999 -1.42630 2.74108 0.0 0.0 0.0
C 4.17236 -1.72289 1.41057 0.0 0.0 0.0
H 3.43127 -4.01129 -0.95161 0.0 0.0 0.0
H 5.14374 -3.80044 -0.60610 0.0 0.0 0.0
H 4.19341 -2.43196 -1.17530 0.0 0.0 0.0
H 3.03915 -4.89576 1.35814 0.0 0.0 0.0
H 2.64066 -4.39941 3.72548 0.0 0.0 0.0
H 3.96732 -1.70961 5.43972 0.0 0.0 0.0
H 0.65180 -3.70840 6.10268 0.0 0.0 0.0
H -1.14505 -4.38159 4.71745 0.0 0.0 0.0
H -2.72072 -3.65369 2.94500 0.0 0.0 0.0
H -2.18421 -1.63363 1.59176 0.0 0.0 0.0
H 1.35506 -1.07891 3.63622 0.0 0.0 0.0
H 4.21473 -0.46675 3.15606 0.0 0.0 0.0
H 4.64773 -0.98379 0.77591 0.0 0.0 0.0
C 1.13429 3.74558 5.30915 0.0 0.0 0.0
N 0.85455 4.29484 3.89480 0.0 0.0 0.0
C 2.21365 4.53485 3.19854 0.0 0.0 0.0
N 2.98946 3.34752 3.19392 0.0 0.0 0.0
C 3.20638 2.86620 4.55856 0.0 0.0 0.0
N 1.93837 2.58069 5.23030 0.0 0.0 0.0
C 1.25713 1.40154 4.69552 0.0 0.0 0.0
P 0.83951 1.69726 2.91938 0.0 0.0 -0.1
C 0.00224 3.33993 3.11517 0.0 0.0 0.0
C 2.46416 2.30686 2.30889 0.0 0.0 0.0
H 0.16934 3.54888 5.77478 0.0 0.0 0.0
H 1.65131 4.54047 5.84605 0.0 0.0 0.0
H 0.36582 5.18946 3.97684 0.0 0.0 0.0
H 2.70532 5.32182 3.76982 0.0 0.0 0.0
H 1.99643 4.88326 2.18966 0.0 0.0 0.0
H 3.74177 3.62895 5.12426 0.0 0.0 0.0
H 3.81505 1.96442 4.53340 0.0 0.0 0.0
H 0.35605 1.18327 5.27304 0.0 0.0 0.0
H 1.92393 0.54237 4.79581 0.0 0.0 0.0
H -0.94653 3.22400 3.64211 0.0 0.0 0.0
H -0.18963 3.76494 2.12831 0.0 0.0 0.0
H 2.33451 2.68686 1.29352 0.0 0.0 0.0
H 3.16453 1.47218 2.26008 0.0 0.0 0.0
```
Positions in Å, forces in eV/Å.

For the LUMO energy, the calculation gives -7.4 eV. The highest occupied orbital energy comes out at -14.7619 eV. As for the charge: +3. The frontier orbital gap comes out at 7.336 eV.

=====

The records above yield energy above the lowest of the compared OMol25 structures with the same formula, charge and spin values of 5.5, 0.0 kcal/mol, respectively.